1.
C40H38N6O5PS2Ta as an isolated structure in a non-equilibrium geometry. Source: the Open Molecules 2025 dataset; level of theory: ωB97M-V with the def2-TZVPD basis set.

CARTESIAN COORDINATES (ANGSTROEM)
Ta: 1.7643 0.9169 0.1088
C: -0.5304 3.5544 2.6019
C: -0.0461 3.1653 1.2569
O: 0.6945 2.0749 1.2057
C: -0.2851 3.8400 0.1045
C: 0.2914 3.4751 -1.1248
C: 0.0433 4.3795 -2.2865
N: 1.0779 2.3998 -1.2739
N: 1.6872 2.4105 -2.5391
C: 2.6795 1.6069 -2.5507
O: 2.8886 0.8673 -1.4459
C: 3.6274 1.4470 -3.6478
C: 4.7671 0.6618 -3.4802
C: 5.6714 0.5398 -4.5219
C: 5.4414 1.1965 -5.7228
C: 4.3061 1.9818 -5.8890
C: 3.3980 2.1105 -4.8553
H: 0.2709 3.4487 3.3317
H: -1.3409 2.8805 2.8932
H: -0.8965 4.5779 2.6008
H: -0.8975 4.7269 0.1326
H: -0.7367 5.0942 -2.0430
H: -0.2253 3.8068 -3.1716
H: 0.9612 4.9165 -2.5327
H: 4.9600 0.1766 -2.5330
H: 6.5624 -0.0595 -4.3947
H: 6.1516 1.1013 -6.5330
H: 4.1356 2.4961 -6.8246
H: 2.5111 2.7178 -4.9737
O: 5.1982 0.6396 -0.0334
S: 4.4998 0.3928 1.1784
O: 3.2491 -0.9117 0.7963
O: 3.2419 1.3732 1.3368
C: 3.0583 -1.5669 2.0258
C: 4.1419 -2.2117 2.6073
C: 3.9672 -2.8553 3.8205
C: 2.7228 -2.8609 4.4412
C: 1.6512 -2.2264 3.8447
C: 1.8098 -1.5586 2.6281
P: 0.3877 -0.8980 1.7093
C: -0.6336 -0.1789 3.0265
C: -2.0223 -0.2505 3.1009
C: -2.6902 0.3011 4.1848
C: -1.9859 0.9391 5.1942
C: -0.6044 1.0466 5.1098
C: 0.0666 0.4980 4.0308
C: -0.2294 -2.4994 1.0888
C: -1.4092 -3.1000 1.5146
C: -1.7517 -4.3652 1.0511
C: -0.9187 -5.0414 0.1753
C: 0.2819 -4.4624 -0.2193
C: 0.6251 -3.2030 0.2354
H: 5.1049 -2.2252 2.1133
H: 4.8056 -3.3596 4.2809
H: 2.5893 -3.3760 5.3821
H: 0.6783 -2.2514 4.3191
H: -2.5946 -0.6994 2.3049
H: -3.7683 0.2303 4.2373
H: -2.5114 1.3525 6.0445
H: -0.0470 1.5533 5.8860
H: 1.1453 0.5888 3.9843
H: -2.0574 -2.6162 2.2278
H: -2.6662 -4.8277 1.3971
H: -1.1883 -6.0265 -0.1805
H: 0.9573 -5.0003 -0.8718
H: 1.5797 -2.7821 -0.0564
S: -2.4869 1.1387 0.1494
C: -4.1673 1.0057 -0.0860
N: -4.9701 2.0417 0.1645
C: -6.4151 2.0375 -0.0538
C: -6.9367 0.6268 0.1501
C: -6.1588 -0.3157 -0.7507
N: -4.7280 -0.1360 -0.5038
H: -4.5091 2.8868 0.4559
H: -6.6377 2.3867 -1.0655
H: -6.8666 2.7349 0.6491
H: -7.9994 0.5780 -0.0785
H: -6.8011 0.3335 1.1930
H: -6.3811 -0.1130 -1.8016
H: -6.4103 -1.3554 -0.5485
H: -4.0924 -0.8940 -0.6783
N: -1.0967 -4.1253 -5.0437
C: -0.6732 -3.3844 -4.2767
C: -0.1461 -2.4566 -3.3185
C: 1.2158 -2.1725 -3.2689
C: 1.6746 -1.2730 -2.3329
N: 0.8674 -0.6442 -1.4500
C: -0.4356 -0.9520 -1.4943
C: -0.9814 -1.8298 -2.4082
H: 1.9144 -2.6408 -3.9469
H: 2.7317 -1.0735 -2.2758
H: -1.0824 -0.4493 -0.7878
H: -2.0434 -2.0272 -2.4000

Forces on atoms 1 to 6 (eV/Å):
-1.3 -0.9 -0.4
-0.1 0.0 0.0
0.1 0.1 0.0
0.1 -0.3 0.0
0.0 0.0 0.1
-0.1 -0.1 0.0

The calculation puts the HOMO-LUMO gap at 6.85 eV. For the LUMO energy, the calculation gives -6.3 eV. As for the calculated total energy: -3446.204620 hartree. As for the total charge: +2.

2.
A 8-piece molecular cluster, C40H38N7O16 overall in a non-equilibrium geometry. Source: the Open Molecules 2025 dataset; level of theory: ωB97M-V with the def2-TZVPD basis set.

CARTESIAN COORDINATES (ANGSTROEM)
C: -0.1899 0.2675 -1.2194
O: -0.5842 1.3173 -0.5601
O: -0.5399 0.3863 -2.5162
O: 0.6688 -0.5453 -0.7862
H: -0.8825 1.3227 -2.4464
C: 0.7386 1.1525 3.0090
C: 0.3011 -0.3388 2.8948
C: 0.8875 -1.2555 3.8460
C: 1.8095 -0.7915 4.9575
C: 2.1936 0.7546 5.0406
C: 1.5505 1.6753 4.0134
N: 2.5035 -1.6992 5.8463
O: 2.5557 -2.9061 5.5137
O: 3.1635 -1.2632 6.8465
H: 0.5764 1.8711 2.3485
H: -0.2738 -0.7213 1.8753
H: 0.5665 -2.1881 3.7757
H: 2.8361 1.1274 5.8356
H: 1.7608 2.7246 4.1884
C: -4.0729 -1.4883 1.4819
C: -2.7760 -1.2266 0.6937
C: -2.2698 -2.2729 -0.2822
C: -2.9511 -3.5667 -0.4390
C: -4.0008 -3.9042 0.5714
C: -4.6123 -2.7523 1.4834
N: -2.4106 -4.5448 -1.4028
O: -1.7231 -4.2941 -2.3320
O: -2.8109 -5.7422 -1.3126
H: -4.4089 -0.7801 2.2813
H: -2.0717 -0.2873 0.6047
H: -1.4017 -2.0129 -0.9006
H: -4.3618 -4.9411 0.6045
H: -5.4463 -3.0520 1.9982
C: -0.3920 -5.0809 2.7026
C: 0.1843 -6.4621 2.5163
C: 0.9964 -6.6497 1.2434
C: 1.2813 -5.5144 0.2562
C: 0.8009 -4.0817 0.6077
C: -0.0438 -4.0391 1.8480
N: 2.1681 -5.6458 -0.9460
O: 2.7383 -4.6264 -1.4742
O: 2.5412 -6.8132 -1.1674
H: -0.9476 -4.8885 3.6249
H: -0.1962 -7.3292 3.0651
H: 1.3563 -7.6434 0.9065
H: 0.9912 -3.3915 -0.0298
H: -0.3419 -2.9673 1.8365
C: -3.7253 1.7127 -2.7603
C: -3.6811 1.4716 -1.2739
C: -4.9025 1.8438 -0.3891
C: -6.2719 2.1149 -1.0069
C: -6.3917 2.3864 -2.5051
C: -5.0213 2.1051 -3.3110
N: -7.3225 2.4741 -0.0897
O: -8.3961 2.8576 -0.5093
O: -6.9326 2.5927 1.0897
H: -2.9398 1.4224 -3.4116
H: -2.7684 1.1702 -0.8664
H: -4.8143 1.7479 0.6128
H: -7.1392 3.0573 -2.9791
H: -4.9758 2.2535 -4.3529
C: -2.3577 4.7599 -2.6839
C: -3.0577 5.5889 -3.7297
C: -2.3085 5.8471 -5.0812
C: -0.9112 5.0609 -5.3073
C: -0.3340 4.2351 -4.1518
C: -1.1413 4.1245 -2.8528
N: -0.1199 5.2722 -6.5481
O: -0.7370 5.7342 -7.5365
O: 0.9032 4.7373 -6.5471
H: -2.8913 4.6794 -1.6810
H: -3.8789 6.2339 -3.5370
H: -2.7396 6.4883 -5.8083
H: 0.6178 3.6301 -4.5122
H: -0.6521 3.5700 -2.2586
C: 3.3435 -0.8113 0.9832
C: 4.3637 -0.2692 2.0503
C: 5.6905 -0.9867 2.2509
C: 6.0252 -2.3500 1.4564
C: 5.0248 -2.7345 0.3950
C: 3.7409 -1.9991 0.2475
N: 7.1870 -2.9928 1.8443
O: 7.8518 -2.5612 2.9989
O: 7.6363 -3.8413 1.0396
H: 2.2032 -0.3155 1.1063
H: 4.1400 0.5727 2.4956
H: 6.2899 -0.5465 2.9824
H: 5.2435 -3.5888 0.0367
H: 3.0570 -2.3566 -0.4328
C: 4.2281 3.9575 0.4304
O: 4.3079 3.6373 1.6290
N: 3.2394 3.4664 -0.3622
C: 3.2907 3.7186 -1.8371
C: 2.1600 2.7583 0.1377
H: 5.0820 4.3979 0.0107
H: 3.8449 4.5421 -2.2144
H: 2.2300 3.9895 -2.0477
H: 3.5889 2.8668 -2.2119
H: 2.0293 2.7155 1.0495
H: 2.3312 1.6317 -0.2539
H: 1.3008 3.0361 -0.2991

Forces on atoms 1 to 6 (eV/Å):
2.8 2.6 2.8
-0.4 -1.3 0.0
-0.6 0.3 -1.0
-2.0 -0.2 -1.1
0.2 -1.4 -0.5
0.7 -5.4 3.1

The calculation puts the HOMO-LUMO gap at 7.21 eV. For the LUMO energy, the calculation gives 0.4 eV. As for the calculated total energy: -3132.934096 hartree. As for the total charge: -1.

3.
C40H38OOsP2Si as an isolated structure. Source: the Open Molecules 2025 dataset; level of theory: ωB97M-V with the def2-TZVPD basis set.

CARTESIAN COORDINATES (ANGSTROEM)
Os: -0.1716 -0.1258 -1.1704
C: 2.1242 2.4295 -1.8307
Si: 1.3247 1.5787 -0.3625
C: 2.7190 0.7790 0.6018
C: 3.4840 1.3487 1.6167
C: 4.5983 0.6827 2.1095
C: 4.9768 -0.5547 1.5941
C: 4.2326 -1.1435 0.5842
C: 3.1043 -0.4759 0.1137
P: 1.9685 -1.1553 -1.0863
C: 0.7091 -2.1339 -0.2612
C: -0.3518 -2.6160 -1.0678
C: -1.3671 -3.3932 -0.5159
C: -1.2832 -3.7475 0.8158
C: -0.2359 -3.2858 1.6310
C: 0.7238 -2.4523 1.1193
C: 2.7962 -2.1124 -2.3550
C: 2.6080 -3.4830 -2.5133
C: 3.2764 -4.1494 -3.5287
C: 4.1297 -3.4562 -4.3755
C: 4.3274 -2.0903 -4.2106
C: 3.6600 -1.4153 -3.2036
C: 0.2378 2.7747 0.5822
C: 0.5697 4.0990 0.8672
C: -0.3406 4.9255 1.5123
C: -1.5904 4.4406 1.8805
C: -1.9386 3.1252 1.6123
C: -1.0286 2.3024 0.9558
P: -1.2312 0.5246 0.7252
C: -2.9793 0.1067 0.8943
C: -3.3320 -0.9943 1.6726
C: -4.6633 -1.3592 1.8093
C: -5.6516 -0.6181 1.1782
C: -5.3080 0.4855 0.4063
C: -3.9784 0.8416 0.2559
C: -1.7850 0.7789 -1.9222
C: -2.7500 0.0650 -2.6416
C: -3.1998 0.5326 -3.8554
C: -2.7092 1.7491 -4.3544
C: -1.8081 2.4952 -3.6226
C: -1.3506 2.0366 -2.3752
H: 2.8509 3.1491 -1.4364
H: 1.4276 2.9748 -2.4651
H: 2.6839 1.7345 -2.4599
H: 3.2224 2.3207 2.0199
H: 5.1896 1.1362 2.8945
H: 5.8525 -1.0574 1.9816
H: 4.5237 -2.1051 0.1780
H: -0.3148 -2.4713 -2.1497
H: -2.1760 -3.7541 -1.1356
H: -2.0420 -4.3906 1.2440
H: -0.1993 -3.5804 2.6713
H: 1.5218 -2.0740 1.7454
H: 1.9634 -4.0396 -1.8438
H: 3.1380 -5.2151 -3.6514
H: 4.6496 -3.9830 -5.1642
H: 4.9996 -1.5534 -4.8657
H: 3.8223 -0.3508 -3.0737
H: 1.5337 4.5008 0.5765
H: -0.0785 5.9533 1.7256
H: -2.2953 5.0917 2.3801
H: -2.9089 2.7530 1.9151
H: -2.5667 -1.5469 2.1994
H: -4.9312 -2.2097 2.4223
H: -6.6917 -0.8931 1.2917
H: -6.0786 1.0705 -0.0774
H: -3.7238 1.6959 -0.3606
H: -3.1254 -0.8696 -2.2396
H: -3.9326 -0.0217 -4.4262
H: -3.0775 2.1157 -5.3034
H: -1.4880 3.4699 -3.9682
H: -0.7444 2.6931 -1.7690
C: 0.8579 -0.2968 3.9143
C: -0.2789 0.4935 3.3097
C: -1.5314 0.4972 4.1540
O: -0.5172 -0.1298 1.9985
H: 1.1281 0.1352 4.8779
H: 1.7359 -0.2714 3.2660
H: 0.5659 -1.3360 4.0821
H: 0.0449 1.5184 3.1107
H: -1.8689 -0.5188 4.3638
H: -2.3482 1.0393 3.6787
H: -1.3088 0.9860 5.1034

Forces on atoms 1 to 6 (eV/Å):
-0.3 0.3 0.2
0.1 0.1 0.2
0.1 0.1 -0.4
0.0 -0.1 0.1
0.0 0.1 0.0
0.0 -0.1 0.0

The calculation puts the HOMO-LUMO gap (alpha / beta) at 6.50 / 6.50 eV. For the LUMO energy (alpha / beta), the calculation gives -7.4 / -7.4 eV. As for the calculated total energy: -2684.688524 hartree. As for the total charge: +2.

Question: Number 1 is which compound?
Answer: C40H38N6O5PS2Ta

Question: Which formula does entry 1 have?
Answer: C40H38N6O5PS2Ta